No. 1
{
  "formula": "C52H44FI3N2O8S2",
  "method": "ωB97M-V/def2-TZVPD",
  "elements": ["C", "C", "I", "C", "I", "C", "C", "I", "C", "C", "C", "C", "C", "C", "C", "C", "C", "C", "C", "C", "C", "C", "N", "N", "C", "C", "C", "C", "C", "C", "C", "C", "S", "C", "F", "S", "H", "H", "H", "H", "H", "H", "H", "H", "H", "H", "H", "H", "H", "H", "H", "H", "H", "H", "H", "H", "H", "H", "H", "H", "H", "H", "H", "H", "O", "C", "C", "C", "C", "O", "C", "C", "H", "H", "H", "H", "O", "C", "C", "C", "C", "O", "C", "C", "H", "H", "H", "H", "O", "C", "C", "C", "C", "O", "C", "C", "H", "H", "H", "H", "O", "C", "C", "C", "C", "O", "C", "C", "H", "H", "H", "H"],
  "positions_angstrom": [[2.36, -2.07, 5.63], [1.66, -1.08, 4.76], [2.28, 0.92, 4.91], [0.70, -1.34, 3.88], [0.10, -3.35, 3.59], [0.00, -0.37, 3.01], [0.43, -0.16, 1.70], [2.18, -1.17, 1.10], [-0.20, 0.74, 0.84], [0.23, 0.93, -0.60], [0.03, -0.28, -1.52], [-1.39, -0.64, -1.91], [-2.45, 0.26, -1.95], [-3.72, -0.15, -2.32], [-3.96, -1.47, -2.67], [-2.91, -2.38, -2.65], [-1.64, -1.96, -2.27], [-1.23, 1.51, 1.39], [-1.68, 1.31, 2.70], [-1.08, 0.36, 3.53], [-1.55, 0.14, 4.95], [-2.41, -1.12, 5.16], [-2.00, -1.84, 6.36], [-2.76, 2.10, 3.15], [-3.87, 2.18, 2.29], [-3.67, 2.52, 0.96], [-4.73, 2.61, 0.08], [-6.02, 2.37, 0.54], [-6.26, 2.01, 1.86], [-7.64, 1.68, 2.36], [-7.94, 0.18, 2.14], [-9.08, -0.35, 3.00], [-10.69, -0.43, 2.16], [-5.17, 1.93, 2.71], [-5.35, 1.58, 4.01], [-2.00, 2.83, 0.49], [3.08, -1.64, 6.30], [1.63, -2.61, 6.24], [2.88, -2.81, 5.01], [1.29, 1.19, -0.61], [-0.30, 1.78, -1.02], [0.48, -1.17, -1.10], [0.58, -0.07, -2.44], [-2.30, 1.30, -1.70], [-4.55, 0.55, -2.33], [-4.96, -1.79, -2.94], [-3.06, -3.41, -2.93], [-0.83, -2.68, -2.26], [-0.68, 0.07, 5.60], [-2.12, 0.99, 5.32], [-2.39, -1.74, 4.26], [-3.45, -0.83, 5.32], [-2.74, -2.40, 6.75], [-1.17, -2.40, 6.21], [-3.03, 1.89, 4.09], [-4.56, 2.87, -0.95], [-6.87, 2.45, -0.12], [-8.34, 2.27, 1.78], [-7.73, 1.91, 3.42], [-8.11, -0.01, 1.08], [-7.03, -0.37, 2.40], [-9.17, 0.22, 3.92], [-8.87, -1.38, 3.28], [-10.43, 0.45, 1.19], [7.45, -3.16, -3.55], [6.29, -2.82, -3.46], [5.62, -2.08, -4.57], [4.35, -1.71, -4.46], [3.56, -2.01, -3.25], [2.39, -1.66, -3.16], [4.23, -2.72, -2.14], [5.50, -3.11, -2.24], [6.21, -1.88, -5.45], [3.83, -1.18, -5.25], [3.62, -2.91, -1.26], [6.01, -3.63, -1.45], [1.47, -0.40, -11.40], [2.21, -0.37, -10.44], [3.68, -0.18, -10.62], [4.50, -0.14, -9.57], [3.98, -0.28, -8.19], [4.72, -0.23, -7.23], [2.52, -0.49, -8.01], [1.70, -0.53, -9.06], [4.02, -0.07, -11.64], [5.57, 0.01, -9.68], [2.17, -0.62, -7.00], [0.64, -0.68, -8.95], [4.89, -1.88, 7.73], [5.79, -1.07, 7.77], [6.31, -0.55, 9.06], [7.29, 0.35, 9.09], [7.90, 0.87, 7.84], [8.79, 1.69, 7.88], [7.38, 0.35, 6.55], [6.40, -0.55, 6.52], [5.84, -0.94, 9.95], [7.68, 0.75, 10.02], [7.84, 0.75, 5.66], [6.01, -0.95, 5.59], [0.70, 5.15, -3.73], [0.60, 4.07, -4.27], [1.52, 3.66, -5.36], [1.42, 2.47, -5.95], [0.37, 1.50, -5.53], [0.27, 0.41, -6.06], [-0.55, 1.91, -4.44], [-0.44, 3.09, -3.85], [2.27, 4.39, -5.64], [2.08, 2.16, -6.74], [-1.30, 1.18, -4.16], [-1.10, 3.41, -3.05]],
  "smiles": "C/C(I)=C(\\I)c1c(I)c(CCc2ccccc2)c2c(c1CCN)Nc1c(ccc(CCCS)c1F)S2.O=C1C=CC(=O)C=C1.O=C1C=CC(=O)C=C1.O=C1C=CC(=O)C=C1.O=C1C=CC(=O)C=C1",
  "homo_ha": -0.2972
}

---

No. 2
{
  "formula": "C52H46Cl2N12O6TeW",
  "method": "ωB97M-V/def2-TZVPD",
  "elements": ["W", "C", "C", "C", "C", "C", "N", "C", "C", "C", "C", "C", "C", "C", "C", "N", "C", "N", "C", "N", "C", "N", "C", "N", "C", "N", "C", "C", "C", "C", "C", "C", "C", "C", "C", "C", "C", "C", "C", "C", "N", "H", "H", "H", "H", "H", "H", "H", "H", "H", "H", "H", "H", "H", "H", "H", "H", "C", "Te", "C", "H", "H", "H", "H", "H", "H", "C", "C", "C", "C", "C", "O", "C", "C", "C", "C", "C", "C", "Cl", "C", "C", "C", "N", "C", "N", "C", "N", "H", "H", "H", "H", "H", "H", "H", "H", "H", "H", "H", "H", "H", "H", "H", "H", "H", "H", "H", "H", "H", "H", "O", "N", "O", "O", "Cl", "C", "C", "O", "O", "H", "H"],
  "positions_angstrom": [[-1.43, 1.62, 0.45], [-7.87, 1.05, -1.28], [-7.58, -0.34, -1.24], [-6.36, -0.81, -0.84], [-5.39, 0.15, -0.48], [-4.06, 0.02, -0.03], [-3.50, -1.18, 0.25], [-2.47, -1.24, 1.01], [-1.96, -2.49, 1.57], [-2.25, -3.81, 1.28], [-1.58, -4.78, 2.02], [-0.68, -4.43, 3.03], [-0.43, -3.10, 3.34], [-1.08, -2.14, 2.58], [-0.96, -0.69, 2.58], [-0.17, -0.07, 3.39], [0.03, 1.24, 3.27], [-0.49, 2.08, 2.29], [0.08, 3.32, 2.52], [-0.23, 4.48, 1.91], [-1.30, 4.56, 1.19], [-2.16, 3.52, 0.83], [-3.34, 4.12, 0.33], [-4.42, 3.54, -0.05], [-4.51, 2.19, -0.08], [-3.51, 1.27, 0.20], [-5.67, 1.52, -0.51], [-6.94, 1.99, -0.92], [-3.14, 5.57, 0.29], [-3.98, 6.59, -0.16], [-3.48, 7.88, -0.09], [-2.20, 8.15, 0.41], [-1.38, 7.13, 0.86], [-1.88, 5.84, 0.78], [0.97, 3.27, 3.62], [1.77, 4.25, 4.23], [2.54, 3.86, 5.30], [2.52, 2.52, 5.77], [1.72, 1.57, 5.20], [0.93, 1.96, 4.10], [-1.76, -0.15, 1.58], [-8.85, 1.37, -1.61], [-8.35, -1.04, -1.53], [-6.14, -1.86, -0.80], [-2.95, -4.07, 0.50], [-1.76, -5.82, 1.81], [-0.19, -5.21, 3.59], [0.26, -2.82, 4.12], [-7.15, 3.04, -0.95], [-4.96, 6.37, -0.54], [-4.10, 8.70, -0.43], [-1.85, 9.17, 0.44], [-0.39, 7.32, 1.25], [1.78, 5.26, 3.86], [3.18, 4.58, 5.79], [3.14, 2.26, 6.61], [1.69, 0.55, 5.56], [-3.01, 0.71, -3.18], [-2.39, 2.57, -2.39], [-1.02, 2.86, -3.98], [-2.14, 0.19, -3.57], [-3.72, 0.91, -3.98], [-3.48, 0.11, -2.41], [-1.60, 2.68, -4.89], [-0.19, 2.18, -3.91], [-0.68, 3.89, -3.95], [5.88, -3.96, -0.94], [5.01, -2.93, -0.22], [4.53, -1.93, -1.28], [5.91, -2.21, 0.79], [3.85, -3.66, 0.52], [4.42, -4.63, 1.41], [2.88, -4.46, -0.39], [1.81, -3.71, -1.20], [1.53, -4.27, -2.58], [0.22, -4.24, -3.06], [-0.09, -4.70, -4.33], [0.93, -5.19, -5.13], [0.55, -5.77, -6.73], [2.23, -5.22, -4.69], [2.52, -4.76, -3.41], [3.07, -2.83, 1.58], [2.52, -1.53, 1.23], [1.33, -1.23, 0.71], [1.15, 0.08, 0.68], [2.29, 0.55, 1.24], [3.14, -0.38, 1.60], [6.66, -3.44, -1.50], [5.33, -4.57, -1.66], [6.39, -4.62, -0.24], [5.40, -1.42, -1.70], [3.87, -1.16, -0.87], [4.02, -2.42, -2.10], [6.81, -1.87, 0.29], [6.21, -2.89, 1.59], [5.43, -1.34, 1.24], [4.78, -5.35, 0.88], [2.38, -5.15, 0.29], [3.48, -5.09, -1.04], [2.05, -2.66, -1.32], [0.87, -3.74, -0.65], [-0.57, -3.85, -2.43], [-1.11, -4.69, -4.69], [3.02, -5.59, -5.33], [3.56, -4.78, -3.09], [3.71, -2.67, 2.44], [2.22, -3.44, 1.91], [0.63, -1.97, 0.37], [2.47, 1.60, 1.40], [0.42, 0.82, -2.28], [-0.14, -0.14, -1.80], [0.05, -1.29, -2.13], [-1.10, 0.05, -0.93], [2.64, 4.85, -2.19], [2.03, 3.47, -1.27], [0.54, 3.52, -1.03], [-0.23, 4.31, -1.54], [0.18, 2.55, -0.23], [2.25, 2.56, -1.82], [2.55, 3.43, -0.32]],
  "spin_multiplicity": 3,
  "de_lowest_kcal_mol": 0.0,
  "homo_ha": [-0.2279, -0.2406]
}

---

No. 3
{
  "formula": "C52H47Br2F4N4O4P2Rb",
  "method": "ωB97M-V/def2-TZVPD",
  "elements": ["Rb", "O", "C", "C", "C", "N", "C", "Br", "C", "H", "H", "H", "H", "F", "C", "C", "F", "C", "F", "C", "P", "C", "C", "C", "C", "C", "C", "C", "C", "C", "C", "C", "C", "C", "Br", "C", "F", "H", "H", "H", "H", "H", "H", "H", "H", "H", "H", "C", "C", "C", "C", "C", "O", "C", "N", "C", "C", "C", "C", "C", "C", "P", "C", "C", "C", "C", "C", "C", "C", "C", "C", "C", "C", "C", "H", "H", "H", "H", "H", "H", "H", "H", "H", "H", "H", "H", "H", "H", "H", "H", "H", "H", "H", "H", "H", "H", "H", "H", "N", "C", "C", "C", "O", "O", "H", "H", "H", "H", "H", "H", "C", "C", "N", "H", "H", "H"],
  "positions_angstrom": [[0.15, 0.17, -0.33], [3.75, 0.89, 5.84], [3.18, 0.86, 4.62], [3.87, 0.49, 3.47], [3.18, 0.49, 2.27], [1.89, 0.83, 2.16], [1.27, 1.16, 3.27], [-0.57, 1.62, 3.08], [1.84, 1.21, 4.53], [4.67, 0.62, 5.77], [4.91, 0.19, 3.49], [3.68, 0.20, 1.36], [1.27, 1.49, 5.41], [-0.24, 6.95, -4.70], [0.15, 6.18, -3.69], [1.05, 6.66, -2.76], [1.53, 7.89, -2.87], [1.43, 5.84, -1.71], [2.26, 6.37, -0.82], [0.96, 4.54, -1.56], [1.55, 3.44, -0.21], [1.20, 4.43, 1.28], [1.90, 4.21, 2.47], [1.50, 4.81, 3.65], [0.40, 5.65, 3.68], [-0.32, 5.86, 2.50], [0.08, 5.26, 1.32], [3.36, 3.48, -0.41], [4.24, 4.34, 0.25], [5.61, 4.26, 0.02], [6.11, 3.33, -0.89], [5.24, 2.49, -1.56], [3.87, 2.55, -1.31], [0.03, 4.09, -2.51], [-0.80, 2.39, -2.46], [-0.37, 4.90, -3.56], [-1.25, 4.50, -4.47], [2.75, 3.54, 2.48], [2.06, 4.62, 4.56], [0.09, 6.12, 4.60], [-1.19, 6.51, 2.51], [-0.50, 5.43, 0.43], [3.86, 5.08, 0.94], [6.28, 4.93, 0.54], [7.17, 3.28, -1.07], [5.62, 1.76, -2.27], [3.20, 1.87, -1.84], [0.77, -4.00, 2.88], [0.29, -2.61, 3.27], [0.63, -2.28, 4.72], [-1.20, -2.39, 3.00], [-2.16, -3.36, 3.67], [-3.08, -3.72, 2.62], [-2.55, -3.22, 1.46], [-1.50, -2.52, 1.57], [-3.37, -3.53, 0.25], [-4.61, -4.13, 0.49], [-5.50, -4.38, -0.54], [-5.16, -4.04, -1.84], [-3.92, -3.46, -2.09], [-3.00, -3.21, -1.07], [-1.33, -2.53, -1.44], [-0.50, -4.13, -1.77], [-0.90, -4.99, -2.80], [-0.28, -6.22, -2.96], [0.72, -6.61, -2.09], [1.12, -5.77, -1.06], [0.51, -4.53, -0.91], [-1.54, -1.77, -3.09], [-2.54, -0.81, -3.27], [-2.60, -0.07, -4.44], [-1.66, -0.25, -5.44], [-0.65, -1.18, -5.26], [-0.59, -1.94, -4.10], [1.86, -4.04, 2.81], [0.37, -4.32, 1.92], [0.47, -4.74, 3.62], [0.81, -1.88, 2.63], [0.15, -2.98, 5.40], [0.31, -1.27, 4.98], [1.71, -2.35, 4.90], [-1.44, -1.36, 3.29], [-2.74, -2.93, 4.48], [-1.69, -4.28, 4.02], [-4.88, -4.40, 1.50], [-6.46, -4.85, -0.33], [-5.84, -4.22, -2.66], [-3.65, -3.21, -3.10], [-1.69, -4.69, -3.47], [-0.60, -6.87, -3.77], [1.20, -7.58, -2.21], [1.90, -6.07, -0.38], [0.85, -3.86, -0.14], [-3.27, -0.63, -2.49], [-3.39, 0.67, -4.56], [-1.69, 0.35, -6.34], [0.11, -1.32, -6.02], [0.21, -2.65, -3.96], [4.01, -2.09, 0.08], [4.46, -1.29, -1.06], [3.65, -1.47, -2.35], [2.23, -0.96, -2.12], [1.94, 0.21, -2.45], [1.44, -1.73, -1.50], [4.30, -3.05, -0.07], [3.00, -2.13, 0.04], [5.52, -1.52, -1.24], [4.43, -0.23, -0.78], [3.64, -2.53, -2.63], [4.11, -0.89, -3.15], [-5.24, -0.52, -0.06], [-3.90, -0.01, 0.21], [-2.85, 0.41, 0.41], [-5.18, -1.56, -0.38], [-5.70, 0.09, -0.84], [-5.84, -0.45, 0.85]],
  "de_lowest_kcal_mol": 1.6,
  "homo_ha": -0.2772
}

---

No. 4
{
  "formula": "C52H47FGeN2ORuS2Sb2",
  "method": "ωB97M-V/def2-TZVPD",
  "elements": ["Ru", "S", "C", "S", "C", "C", "N", "C", "N", "C", "C", "C", "Sb", "C", "C", "C", "C", "C", "C", "C", "C", "C", "C", "C", "C", "Sb", "C", "C", "C", "C", "C", "C", "C", "C", "C", "C", "C", "C", "H", "H", "H", "H", "H", "H", "H", "H", "H", "H", "H", "H", "H", "H", "H", "H", "H", "H", "H", "H", "H", "H", "H", "H", "H", "H", "F", "C", "C", "C", "C", "C", "C", "H", "H", "H", "H", "Ge", "C", "C", "C", "C", "C", "C", "C", "C", "C", "C", "C", "C", "H", "H", "H", "H", "H", "H", "H", "H", "H", "H", "H", "C", "C", "C", "O", "H", "H", "H", "H", "H", "H"],
  "positions_angstrom": [[1.07, -1.01, 1.73], [0.57, -0.91, 3.94], [0.84, -2.64, 4.06], [1.29, -3.23, 2.47], [0.77, -3.40, 5.23], [0.21, -2.97, 6.44], [-0.27, -2.65, 7.47], [1.14, -4.77, 5.19], [1.55, -5.88, 5.17], [-3.24, 1.44, 1.83], [-2.36, 2.58, 2.40], [-0.93, 2.14, 2.58], [0.10, 1.56, 0.64], [2.17, 1.93, -0.05], [2.76, 1.31, -1.15], [4.04, 1.69, -1.55], [4.73, 2.70, -0.91], [4.13, 3.33, 0.21], [2.86, 2.91, 0.65], [-0.10, 3.80, 0.25], [0.08, 4.08, -1.10], [-0.08, 5.39, -1.60], [-0.30, 6.44, -0.70], [-0.42, 6.16, 0.66], [-0.31, 4.86, 1.16], [-2.71, 0.88, -0.40], [-2.07, 0.38, -2.50], [-0.87, 0.88, -3.01], [-0.72, 1.04, -4.40], [-1.66, 0.46, -5.29], [-2.76, -0.20, -4.74], [-2.94, -0.30, -3.37], [-3.86, 2.54, -1.03], [-3.38, 3.49, -1.93], [-4.12, 4.64, -2.17], [-5.33, 4.86, -1.49], [-5.82, 3.88, -0.61], [-5.09, 2.72, -0.38], [-4.34, 1.69, 1.83], [-3.05, 0.49, 2.31], [-2.76, 2.95, 3.37], [-2.38, 3.46, 1.74], [-0.87, 1.19, 3.14], [-0.27, 2.82, 3.13], [2.22, 0.53, -1.72], [4.52, 1.19, -2.39], [5.73, 3.01, -1.26], [4.58, 4.14, 0.77], [2.39, 3.41, 1.50], [0.41, 3.29, -1.80], [0.03, 5.55, -2.67], [-0.41, 7.46, -1.07], [-0.59, 6.96, 1.36], [-0.32, 4.66, 2.23], [-0.05, 1.19, -2.38], [0.12, 1.61, -4.81], [-1.46, 0.51, -6.38], [-3.48, -0.68, -5.43], [-3.75, -0.89, -2.98], [-2.54, 3.19, -2.55], [-3.67, 5.39, -2.83], [-5.94, 5.79, -1.61], [-6.81, 4.06, -0.13], [-5.51, 1.94, 0.22], [7.06, 0.20, 2.41], [5.75, -0.14, 2.35], [5.33, -1.17, 1.51], [3.98, -1.33, 1.30], [3.02, -0.63, 2.02], [3.47, 0.36, 2.94], [4.83, 0.55, 3.15], [6.04, -1.78, 0.99], [3.61, -2.10, 0.59], [2.73, 0.93, 3.51], [5.18, 1.19, 3.93], [0.78, -2.19, -0.62], [2.17, -2.56, -2.01], [3.14, -3.53, -1.80], [3.99, -3.89, -2.89], [3.78, -3.33, -4.15], [2.86, -2.29, -4.33], [2.08, -1.88, -3.24], [-0.32, -3.85, -0.83], [0.29, -5.10, -0.74], [-0.44, -6.28, -0.88], [-1.80, -6.21, -1.23], [-2.44, -4.95, -1.34], [-1.69, -3.78, -1.14], [-0.13, -1.19, -1.40], [3.31, -3.95, -0.81], [4.76, -4.63, -2.73], [4.40, -3.66, -5.00], [2.71, -1.83, -5.32], [1.34, -1.07, -3.35], [1.36, -5.15, -0.49], [0.06, -7.25, -0.78], [-2.34, -7.16, -1.42], [-3.50, -4.86, -1.52], [-2.12, -2.78, -1.22], [-2.51, -1.86, 3.86], [-2.02, -2.42, 2.53], [-2.45, -3.84, 2.24], [-1.39, -1.77, 1.66], [-3.61, -1.92, 3.86], [-2.14, -0.81, 3.90], [-2.15, -2.48, 4.70], [-2.66, -4.33, 3.19], [-1.70, -4.45, 1.67], [-3.39, -3.87, 1.68]],
  "spin_multiplicity": 6,
  "de_lowest_kcal_mol": 0.0,
  "total_charge": 1,
  "homo_ha": [-0.3613, -0.3958]
}

---

Taking the records one at a time from the top gives strongest force on any atom values of 0.641, 0.917, 1.028, 4.821 eV/Å.